DFT (ωB97M-V/def2-TZVPD) results for a cluster of 3 separate species, C20H34Br4FNO4 in total.

Bonds (Å) are listed after each position.
Atoms and positions in Å:
1 C 4.280 1.308 -1.851  C2 1.527, H23 1.086, H24 1.085, H25 1.083
2 C 2.998 0.589 -1.436  C1 1.527, C3 1.527, H26 1.084, H27 1.085
3 C 2.083 0.253 -2.611  C2 1.527, F4 1.396, C5 1.528, H28 1.093
4 F 2.420 1.039 -3.714  C3 1.396
5 C 0.592 0.480 -2.363  C3 1.528, C6 1.550, N10 1.512, C18 1.538
6 C 0.352 2.004 -2.212  C5 1.550, C7 1.527, H29 1.083, H30 1.087
7 C -0.657 2.451 -1.156  C6 1.527, C8 1.473, O9 1.406, H31 1.083
8 C -1.844 3.225 -1.559  C7 1.473, O9 1.428, H32 1.079, H33 1.080
9 O -0.706 3.841 -0.955  C7 1.406, C8 1.428
10 N -0.132 0.052 -3.620  C5 1.512, C11 1.412, H34 1.019
11 C -1.309 -0.626 -3.236  N10 1.412, O12 1.193, C13 1.509
12 O -2.020 -1.202 -4.003  C11 1.193
13 C -1.492 -0.486 -1.745  C11 1.509, C14 1.510, C18 1.529, H35 1.095
14 C -2.368 -1.533 -1.099  C13 1.510, C15 1.538, H36 1.088, H37 1.086
15 C -3.039 -1.012 0.183  C14 1.538, C16 1.515, O17 1.418, H38 1.093
16 C -4.498 -0.678 -0.050  C15 1.515, H39 1.089, H40 1.087, H41 1.088
17 O -2.886 -1.978 1.210  C15 1.418, H42 0.959
18 C -0.025 -0.461 -1.316  C5 1.538, C13 1.529, C19 1.541, H43 1.097
19 C 0.332 -0.386 0.182  C18 1.541, C20 1.532, H44 1.085, H45 1.084
20 C 1.301 -1.494 0.608  C19 1.532, C21 1.469, O22 1.387, H46 1.087
21 C 1.755 -1.508 2.005  C20 1.469, O22 1.481, H47 1.077, H48 1.078
22 O 0.804 -2.491 1.436  C20 1.387, C21 1.481
23 H 4.886 1.491 -0.969  C1 1.086
24 H 4.851 0.703 -2.549  C1 1.085
25 H 4.062 2.271 -2.296  C1 1.083
26 H 2.480 1.222 -0.725  C2 1.084
27 H 3.288 -0.308 -0.899  C2 1.085
28 H 2.261 -0.778 -2.927  C3 1.093
29 H -0.008 2.364 -3.167  C6 1.083
30 H 1.262 2.557 -1.991  C6 1.087
31 H -0.767 1.820 -0.283  C7 1.083
32 H -2.716 3.246 -0.924  C8 1.079
33 H -1.910 3.400 -2.623  C8 1.080
34 H 0.431 -0.651 -4.096  N10 1.019
35 H -2.004 0.476 -1.644  C13 1.095
36 H -1.790 -2.413 -0.823  C14 1.088
37 H -3.147 -1.851 -1.786  C14 1.086
38 H -2.554 -0.085 0.498  C15 1.093
39 H -4.974 -0.379 0.883  C16 1.089
40 H -4.620 0.137 -0.758  C16 1.087
41 H -5.030 -1.547 -0.434  C16 1.088
42 H -3.745 -2.185 1.583  O17 0.959
43 H 0.310 -1.452 -1.647  C18 1.097
44 H 0.812 0.558 0.414  C19 1.085
45 H -0.545 -0.540 0.800  C19 1.084
46 H 2.027 -1.810 -0.136  C20 1.087
47 H 1.199 -0.996 2.772  C21 1.077
48 H 2.679 -2.027 2.205  C21 1.078
49 Br 2.247 3.385 1.026  C50 1.944
50 C 1.202 4.970 1.441  Br49 1.944, C51 1.504, H53 1.084, H54 1.088
51 C 0.716 4.952 2.864  C50 1.504, Br52 1.946, H55 1.087, H56 1.085
52 Br -0.746 3.692 3.113  C51 1.946
53 H 0.390 4.989 0.723  C50 1.084
54 H 1.866 5.815 1.273  C50 1.088
55 H 0.316 5.926 3.138  C51 1.087
56 H 1.492 4.667 3.565  C51 1.085
57 Br 1.220 -4.172 5.390  C58 1.945
58 C 0.376 -5.701 4.532  Br57 1.945, C59 1.506, H61 1.084, H62 1.087
59 C -0.323 -5.320 3.254  C58 1.506, Br60 1.940, H63 1.088, H64 1.086
60 Br -2.009 -4.421 3.593  C59 1.940
61 H -0.300 -6.135 5.260  C58 1.084
62 H 1.186 -6.397 4.327  C58 1.087
63 H -0.579 -6.212 2.687  C59 1.088
64 H 0.268 -4.651 2.636  C59 1.086

The relative energy (zero: lowest compared OMol25 entry of this formula, charge and spin) is 0.0 kJ/mol. For the total energy, the calculation gives -11534.0311 hartree. As for the maximum force: 2.11 eV/A. The value obtained for the HOMO energy is -9.683 eV. As for the LUMO energy: 0.475 eV. The charge is 0. The SMILES is CC[C@H](F)[C@@]1(C[C@@H]2CO2)NC(=O)[C@@H](C[C@@H](C)O)[C@@H]1C[C@H]1CO1.BrCCBr.BrCCBr.

Table of Mulliken atomic charges, one value per atom, all in e: C -1.734; C 0.785; C -0.649; F -0.456; C 2.300; C -1.023; C 0.210; C -0.864; O -0.522; N -0.514; C -0.301; O -0.623; C 0.742; C -1.126; C 0.456; C -1.856; O -0.342; C -0.953; C -1.148; C -0.367; C -0.824; O -0.464; H 0.471; H 0.410; H 0.334; H -0.805; H 0.212; H 0.681; H 0.548; H -0.005; H 0.609; H 0.334; H 0.281; H 0.451; H -0.084; H 0.325; H 0.563; H 0.034; H 0.513; H 0.387; H 0.467; H 0.374; H 0.995; H 0.093; H 0.771; H 0.634; H 0.275; H 0.308; Br -0.063; C -0.483; C -0.602; Br -0.150; H 0.257; H 0.401; H 0.370; H 0.379; Br -0.160; C -0.570; C -0.399; Br -0.122; H 0.367; H 0.364; H 0.353; H 0.154

=====

DFT (ωB97M-V/def2-TZVPD) results for an isolated molecule of C5H9N3.

Bonds (Å) are listed after each position.
Atoms and positions in Å:
1 H -2.033 0.286 1.924  N2 1.021
2 N -1.612 0.923 1.247  H1 1.021, C3 1.261
3 C -0.685 0.401 0.572  N2 1.261, C4 1.826, C8 1.479
4 C 0.797 1.431 0.295  C3 1.826, C5 1.488, H10 1.086, H11 1.087
5 C 0.969 1.062 -1.137  C4 1.488, N6 1.534, H12 1.103, H13 1.089
6 N -0.299 0.245 -1.414  C5 1.534, N7 1.438, H14 1.019
7 N -0.193 -1.126 -0.995  N6 1.438, C8 1.412, H15 1.013
8 C -0.315 -1.022 0.409  C3 1.479, N7 1.412, C9 1.330
9 C -0.461 -2.020 1.275  C8 1.330, H16 1.077, H17 1.079
10 H 0.434 2.447 0.418  C4 1.086
11 H 1.637 1.242 0.959  C4 1.087
12 H 1.859 0.446 -1.351  C5 1.103
13 H 0.915 1.924 -1.800  C5 1.089
14 H -0.610 0.249 -2.385  N6 1.019
15 H 0.628 -1.632 -1.305  N7 1.013
16 H -0.772 -1.811 2.285  C9 1.077
17 H -0.259 -3.045 1.004  C9 1.079

The relative energy (zero: lowest compared OMol25 entry of this formula, charge and spin) is 420.4 kJ/mol. For the total energy, the calculation gives -360.0371 hartree. As for the maximum force: 4.96 eV/A. The value obtained for the HOMO energy is -8.353 eV. As for the LUMO energy: 0.920 eV. The charge is 0. The SMILES is [H]/N=C1/CCNNC1=C.

Table of Mulliken atomic charges, one value per atom, all in e: H 0.258; N -0.754; C 0.616; C -0.664; C -0.466; N -0.179; N -0.414; C 0.394; C -1.054; H 0.320; H 0.308; H 0.254; H 0.333; H 0.245; H 0.275; H 0.244; H 0.284